Record 1
Below is a structure of composition C55H62N7PS3SbTi, with properties calculated with ωB97M-V/def2-TZVPD.

CARTESIAN COORDINATES (ANGSTROEM)
1 Ti 0.369 -0.925 0.486
2 N 3.421 -7.859 -6.332
3 C 2.971 -7.140 -5.552
4 C 2.405 -6.249 -4.602
5 C 2.941 -6.129 -3.313
6 C 2.393 -5.248 -2.409
7 C 1.305 -4.423 -2.747
8 C 0.755 -4.584 -4.032
9 C 1.287 -5.474 -4.937
10 C 0.819 -3.414 -1.816
11 C 0.637 -3.777 -0.444
12 C 0.614 -5.069 0.112
13 C 0.344 -4.929 1.479
14 C 0.208 -3.571 1.717
15 N 0.369 -2.869 0.565
16 C 0.603 -2.083 -2.293
17 C 0.822 -1.567 -3.588
18 C 0.558 -0.194 -3.533
19 C 0.208 0.089 -2.221
20 N 0.219 -1.039 -1.468
21 H 3.800 -6.730 -3.039
22 H 2.835 -5.147 -1.427
23 H -0.129 -4.020 -4.296
24 H 0.842 -5.597 -5.916
25 H 0.744 -5.995 -0.424
26 H 0.265 -5.716 2.213
27 H 0.020 -3.070 2.656
28 H 1.171 -2.106 -4.452
29 H 0.611 0.512 -4.349
30 H -0.038 1.044 -1.788
31 S 1.413 -0.194 2.662
32 C 2.422 -1.060 1.599
33 N 2.449 -0.831 0.290
34 C 3.473 -1.495 -0.344
35 C 3.779 -1.403 -1.700
36 C 4.909 -2.041 -2.175
37 C 5.754 -2.749 -1.320
38 C 5.460 -2.851 0.031
39 C 4.312 -2.238 0.505
40 S 3.714 -2.147 2.146
41 H 3.132 -0.827 -2.352
42 H 5.154 -1.964 -3.226
43 H 6.643 -3.224 -1.714
44 H 6.120 -3.377 0.709
45 C -1.807 5.752 -0.598
46 N -2.573 4.861 -1.457
47 C -2.500 5.275 -2.855
48 C -2.401 3.490 -1.233
49 S -1.153 2.882 -0.324
50 N -3.361 2.705 -1.783
51 C -3.251 1.258 -1.857
52 C -4.685 3.206 -2.102
53 H -2.151 6.773 -0.774
54 H -0.732 5.693 -0.796
55 H -1.977 5.486 0.442
56 H -1.460 5.283 -3.206
57 H -2.908 6.282 -2.949
58 H -3.074 4.602 -3.487
59 H -2.280 0.915 -1.511
60 H -3.394 0.942 -2.895
61 H -4.017 0.781 -1.239
62 H -4.755 4.258 -1.844
63 H -5.424 2.646 -1.521
64 H -4.913 3.072 -3.164
65 C 0.627 3.713 2.626
66 C 1.559 4.147 1.497
67 C 2.627 5.092 2.033
68 Sb 2.279 2.330 0.430
69 C 2.946 3.347 -1.449
70 C 1.742 3.941 -2.172
71 C 4.043 4.395 -1.320
72 C 4.311 2.348 1.334
73 C 5.297 1.547 0.488
74 C 4.349 1.854 2.776
75 H 0.184 4.589 3.115
76 H 1.174 3.143 3.381
77 H -0.182 3.084 2.252
78 H 0.972 4.664 0.733
79 H 3.228 4.609 2.806
80 H 2.149 5.969 2.486
81 H 3.294 5.444 1.247
82 H 3.320 2.512 -2.051
83 H 1.367 4.817 -1.637
84 H 0.929 3.219 -2.247
85 H 2.015 4.255 -3.187
86 H 3.670 5.285 -0.809
87 H 4.384 4.708 -2.315
88 H 4.911 4.022 -0.777
89 H 4.597 3.403 1.322
90 H 5.108 0.477 0.584
91 H 6.322 1.732 0.830
92 H 5.239 1.806 -0.570
93 H 4.135 0.788 2.829
94 H 3.626 2.369 3.411
95 H 5.348 2.011 3.198
96 N -1.373 -0.356 0.898
97 P -2.558 -0.856 1.738
98 C -3.637 0.472 2.413
99 C -3.780 1.598 1.609
100 C -4.585 2.655 2.003
101 C -5.244 2.601 3.223
102 C -5.094 1.487 4.039
103 C -4.303 0.421 3.635
104 C -2.326 -1.842 3.274
105 C -2.977 -3.039 3.550
106 C -2.800 -3.658 4.779
107 C -1.962 -3.096 5.731
108 C -1.293 -1.912 5.452
109 C -1.480 -1.285 4.232
110 C -3.739 -1.901 0.799
111 C -5.122 -1.757 0.834
112 C -5.926 -2.580 0.057
113 C -5.356 -3.557 -0.746
114 C -3.974 -3.692 -0.798
115 C -3.168 -2.856 -0.043
116 H -3.218 1.629 0.687
117 H -4.695 3.524 1.364
118 H -5.868 3.426 3.544
119 H -5.598 1.450 4.997
120 H -4.203 -0.447 4.274
121 H -3.632 -3.480 2.809
122 H -3.324 -4.580 4.999
123 H -1.833 -3.580 6.691
124 H -0.631 -1.477 6.190
125 H -0.977 -0.354 4.005
126 H -5.569 -1.006 1.475
127 H -7.003 -2.462 0.083
128 H -5.989 -4.210 -1.333
129 H -3.529 -4.453 -1.427
130 H -2.086 -2.930 -0.090

total charge = -1
orbital gap (alpha / beta) = 4.97 / 6.69 eV
energy above the lowest of the compared OMol25 structures with the same formula, charge and spin = 123.9 kJ/mol
2S+1 = 3

=====

Record 2
Below is a structure of composition C26H14BrI2N2OSr, with properties calculated with ωB97M-V/def2-TZVPD.

CARTESIAN COORDINATES (ANGSTROEM)
1 Sr -0.332 0.513 -0.339
2 I -3.335 2.553 0.906
3 C -1.457 3.237 0.155
4 C -1.308 4.752 0.020
5 C 0.843 5.259 0.093
6 I 1.812 7.123 -0.159
7 C 1.766 4.099 0.216
8 C 3.108 4.080 0.363
9 C 3.841 2.878 0.210
10 C 3.130 1.759 -0.151
11 N 1.810 1.646 -0.311
12 C 1.012 2.855 -0.086
13 C -1.155 2.744 -1.296
14 O -1.640 1.774 -1.878
15 H -2.228 5.297 -0.189
16 H 3.623 5.012 0.574
17 H 4.912 2.836 0.340
18 H 3.682 0.835 -0.320
19 Br 0.404 0.606 3.226
20 C 0.196 2.477 3.385
21 C 0.321 3.069 4.633
22 C 0.163 4.445 4.743
23 C -0.096 5.219 3.621
24 C -0.200 4.609 2.378
25 C -0.374 5.362 1.105
26 C -0.169 4.856 -1.045
27 C 0.112 3.439 -1.524
28 C -0.243 2.617 0.907
29 C -0.074 3.222 2.238
30 H 0.531 2.464 5.504
31 H 0.251 4.910 5.718
32 H -0.198 6.295 3.706
33 H -0.615 6.408 1.285
34 H -0.312 5.592 -1.832
35 H 0.650 3.267 -2.450
36 N 0.220 -7.514 0.205
37 C 0.113 -6.372 0.105
38 C -0.019 -4.935 -0.019
39 C 0.850 -4.096 0.675
40 C 0.706 -2.720 0.539
41 C -0.269 -2.091 -0.261
42 C -1.111 -3.006 -0.925
43 C -1.012 -4.388 -0.828
44 H 1.619 -4.527 1.305
45 H 1.420 -2.122 1.108
46 H -1.909 -2.637 -1.572
47 H -1.688 -5.043 -1.364

total charge = -1
orbital gap = 6.09 eV
energy above the lowest of the compared OMol25 structures with the same formula, charge and spin = 281.7 kJ/mol
2S+1 = 1

=====

Record 3
Below is a structure of composition C21H20N5PdS, with properties calculated with ωB97M-V/def2-TZVPD.

CARTESIAN COORDINATES (ANGSTROEM)
1 Pd -1.156 0.110 0.483
2 N 0.190 1.507 4.303
3 C -0.148 0.813 3.207
4 S -1.672 1.242 2.423
5 N 0.626 -0.135 2.741
6 N 0.294 -0.657 1.585
7 C 1.058 -1.616 0.968
8 C 2.295 -2.146 1.519
9 C 3.425 -2.218 0.686
10 C 4.605 -2.753 1.156
11 C 4.672 -3.259 2.448
12 C 3.562 -3.189 3.279
13 C 2.390 -2.609 2.836
14 C 0.556 -2.030 -0.283
15 C 0.968 -3.233 -0.910
16 C 0.329 -3.673 -2.033
17 C -0.700 -2.891 -2.588
18 C -1.071 -1.730 -1.948
19 N -0.490 -1.305 -0.826
20 H -0.482 2.133 4.714
21 H 1.054 1.310 4.777
22 H 3.371 -1.811 -0.315
23 H 5.474 -2.782 0.515
24 H 5.588 -3.704 2.803
25 H 3.612 -3.602 4.275
26 H 1.529 -2.548 3.484
27 H 1.747 -3.806 -0.434
28 H 0.596 -4.618 -2.478
29 H -1.206 -3.201 -3.486
30 H -1.863 -1.100 -2.340
31 C 0.162 2.652 -0.416
32 C -1.053 3.092 -1.183
33 C -1.073 4.311 -1.813
34 C -2.166 4.737 -2.562
35 C -3.263 3.895 -2.710
36 C -3.320 2.662 -2.106
37 C -4.501 1.761 -2.247
38 C -2.215 2.217 -1.276
39 N -2.303 1.090 -0.668
40 H 0.977 3.356 -0.581
41 H 0.502 1.653 -0.758
42 H -0.054 2.634 0.667
43 H -0.203 4.949 -1.733
44 H -2.151 5.706 -3.036
45 H -4.096 4.212 -3.318
46 H -5.258 2.221 -2.877
47 H -4.929 1.548 -1.267
48 H -4.209 0.804 -2.681

total charge = +1
orbital gap = 5.45 eV
2S+1 = 1

=====

Record 4
Below is a structure of composition C43H29F9N5O5PSc, with properties calculated with ωB97M-V/def2-TZVPD.

CARTESIAN COORDINATES (ANGSTROEM)
1 Sc 1.058 1.029 -0.182
2 O 5.051 2.851 -0.067
3 C 3.964 2.211 -0.421
4 O 2.978 2.125 0.288
5 C 4.053 1.589 -1.794
6 O 2.776 1.099 -2.138
7 C 2.633 -0.315 -2.300
8 C 3.020 -1.004 -0.970
9 O 3.891 -1.835 -0.908
10 O 2.326 -0.514 0.013
11 H 4.931 3.236 0.815
12 H 4.818 0.807 -1.777
13 H 4.358 2.352 -2.513
14 H 3.238 -0.683 -3.137
15 H 0.970 0.214 -3.276
16 C -0.318 2.436 3.810
17 C 0.212 3.741 3.828
18 C 0.702 4.266 2.673
19 C 0.677 3.515 1.464
20 N 0.297 2.202 1.493
21 C -0.245 1.729 2.649
22 N 1.001 4.193 0.354
23 C 0.688 3.835 -0.880
24 N 0.287 2.621 -1.361
25 C -0.075 2.824 -2.704
26 N -0.562 1.858 -3.428
27 C -0.980 0.923 -4.008
28 C -1.471 -0.172 -4.718
29 C -1.176 -1.476 -4.493
30 C -0.270 -2.133 -3.570
31 C 0.722 -1.720 -2.765
32 N 1.193 -0.410 -2.512
33 C 0.182 4.176 -3.101
34 C 0.021 4.884 -4.294
35 C 0.390 6.214 -4.301
36 C 0.897 6.848 -3.156
37 C 1.044 6.154 -1.972
38 C 0.691 4.807 -1.961
39 H -0.763 1.988 4.686
40 H 0.205 4.326 4.737
41 H 1.071 5.279 2.607
42 H -0.630 0.724 2.613
43 H -2.174 0.085 -5.502
44 H -1.735 -2.169 -5.108
45 H -0.401 -3.208 -3.550
46 H 1.251 -2.474 -2.195
47 H -0.378 4.415 -5.183
48 H 0.281 6.788 -5.211
49 H 1.164 7.894 -3.207
50 H 1.417 6.626 -1.074
51 F 2.518 -2.452 6.863
52 C 1.440 -3.114 6.414
53 F 0.469 -2.994 7.339
54 F 1.760 -4.419 6.341
55 C 0.975 -2.599 5.077
56 C -0.160 -3.172 4.510
57 C -0.600 -2.732 3.278
58 C 0.078 -1.704 2.612
59 C 1.211 -1.147 3.189
60 C 1.665 -1.596 4.422
61 P -0.452 -1.196 0.941
62 C -2.220 -0.773 1.028
63 C -2.992 -0.836 2.181
64 C -4.309 -0.398 2.167
65 C -4.857 0.095 0.996
66 C -4.097 0.162 -0.167
67 C -2.783 -0.262 -0.145
68 C -6.273 0.607 0.964
69 F -6.295 1.953 0.895
70 F -6.932 0.143 -0.114
71 F -6.962 0.245 2.055
72 C -0.385 -2.829 0.134
73 C 0.838 -3.496 0.161
74 C 0.972 -4.731 -0.448
75 C -0.123 -5.307 -1.076
76 C -1.355 -4.665 -1.077
77 C -1.486 -3.423 -0.475
78 C 0.010 -6.616 -1.806
79 F 0.000 -6.412 -3.143
80 F -1.010 -7.443 -1.526
81 F 1.150 -7.251 -1.506
82 H -0.684 -3.964 5.027
83 H -1.466 -3.197 2.824
84 H 1.766 -0.373 2.675
85 H 2.553 -1.168 4.864
86 H -2.574 -1.222 3.102
87 H -4.907 -0.447 3.066
88 H -4.531 0.550 -1.079
89 H -2.189 -0.199 -1.054
90 H 1.695 -3.053 0.653
91 H 1.924 -5.244 -0.432
92 H -2.210 -5.134 -1.545
93 H -2.450 -2.932 -0.480

total charge = +1
orbital gap = 5.56 eV
energy above the lowest of the compared OMol25 structures with the same formula, charge and spin = 52.9 kJ/mol
2S+1 = 1

=====

Record 5
Below is a structure of composition C5H9N3O, with properties calculated with ωB97M-V/def2-TZVPD.

CARTESIAN COORDINATES (ANGSTROEM)
1 C -1.545 -0.123 1.667
2 N -0.880 0.546 0.527
3 C 0.565 0.720 0.603
4 C 1.118 1.804 0.005
5 H -1.371 1.381 0.182
6 H 1.027 0.233 1.454
7 H -2.590 -0.307 1.417
8 H -1.043 -1.077 1.836
9 H -1.478 0.511 2.552
10 H 2.153 2.057 0.194
11 H 0.639 2.290 -0.838
12 C 0.568 -1.325 -0.733
13 N 1.487 -1.225 -1.732
14 C -1.021 -0.504 -1.044
15 O 0.545 -2.275 0.042
16 N -1.792 -0.277 -1.893
17 H 1.473 -0.448 -2.374
18 H 2.145 -1.980 -1.865

total charge = 0
orbital gap = 8.03 eV
energy above the lowest of the compared OMol25 structures with the same formula, charge and spin = 416.5 kJ/mol
2S+1 = 1